Density functional theory data (the ωB97M-V functional and the def2-TZVPD basis) for a structure of composition C4H11BrFeNO at a distorted geometry.

Cartesian coordinates (Å):
Br -4.26 0.73 -1.16
Fe -2.41 2.45 -0.74
O 1.50 0.18 -0.73
N -0.91 0.89 -0.48
C 0.93 -0.44 0.51
C -0.38 0.36 0.75
C -1.45 -0.41 1.49
C 2.60 -0.46 -1.32
H -1.35 0.12 -0.95
H -1.04 -0.84 2.40
H 3.43 -0.32 -0.63
H -1.92 -1.15 0.85
H 2.40 -1.51 -1.56
H 0.68 -1.49 0.34
H 0.03 1.18 1.35
H 2.97 -0.05 -2.26
H -2.32 0.22 1.67
H -0.02 0.89 -0.96
H 1.52 -0.35 1.42

Properties
Lowest unoccupied orbital energy (spin up / spin down), eV: -2.89 / -9.54
2S+1: 9
ΔE to the lowest compared entry with this formula, charge and spin, eV: 1.107
Charge: +1

---

Density functional theory data (the ωB97M-V functional and the def2-TZVPD basis) for a structure of composition C4H11BrLiO3 at a distorted geometry.

Cartesian coordinates (Å):
Br 0.03 -2.81 1.69
O 2.08 -0.39 0.02
O -0.05 0.75 1.19
O -0.71 -1.45 -1.89
C 2.21 0.04 1.39
C -2.37 0.23 -1.35
C 1.20 1.15 1.71
C -1.59 -0.51 -2.41
Li 0.17 -1.12 -0.05
H -1.04 0.24 -3.01
H 2.14 -0.80 2.08
H -2.33 -0.98 -3.08
H 1.52 2.12 1.35
H 3.19 0.52 1.43
H -1.70 0.78 -0.68
H 2.83 -0.96 -0.13
H -3.06 -0.35 -0.74
H 1.16 1.17 2.80
H -2.92 1.06 -1.85
H -0.76 1.29 1.55

Properties
Lowest unoccupied orbital energy, eV: 2.81
ΔE to the lowest compared entry with this formula, charge and spin, eV: 0.233
Charge: -1

---

Density functional theory data (the ωB97M-V functional and the def2-TZVPD basis) for a structure of composition C4H11Cl2IrO4W at a distorted geometry.

Cartesian coordinates (Å):
Ir -1.53 -1.91 0.71
W 1.15 1.79 -0.28
Cl 0.22 -0.42 -0.28
Cl -3.60 -2.99 -0.26
O -2.98 -3.49 1.04
O -3.28 -1.49 -0.15
O -2.96 -3.47 -1.43
O -5.00 -3.17 -0.31
C 0.36 2.24 -2.05
C 2.98 1.02 -0.25
C 1.26 3.47 0.69
C -0.13 -2.22 1.95
H 0.51 -1.38 2.13
H 0.56 1.49 -2.83
H 3.78 1.73 -0.30
H 0.42 -3.15 1.75
H -0.81 -2.38 2.79
H 3.17 0.27 -1.03
H -0.73 2.28 -1.97
H 0.71 4.41 0.44
H 0.69 3.20 -2.44
H 3.11 0.45 0.68
H 2.08 3.74 1.40

Properties
Lowest unoccupied orbital energy (spin up / spin down), eV: -0.25 / -2.80
2S+1: 7
Charge: 0

---

Density functional theory data (the ωB97M-V functional and the def2-TZVPD basis) for a structure of composition C4H11Cl2MgN2O2 at a distorted geometry.

Cartesian coordinates (Å):
Cl 1.15 3.76 0.11
Cl -0.39 1.63 -2.78
Mg 0.03 1.84 -0.56
O 1.81 0.59 -0.26
O -1.09 0.94 0.72
N 2.63 -1.42 -0.87
N 4.03 0.39 -0.39
C -2.07 -0.99 -0.34
C -2.78 -0.24 1.95
C 2.77 -0.11 -0.47
C -2.24 0.21 0.60
H -2.97 0.65 2.56
H 4.82 -0.20 -0.59
H -1.85 -0.71 -1.37
H 4.15 1.37 -0.26
H -3.02 -1.56 -0.41
H -3.04 0.82 0.13
H -3.70 -0.81 1.85
H 3.44 -1.93 -1.18
H -1.32 -1.68 0.07
H 1.68 -1.69 -1.04
H -2.05 -0.83 2.52

Properties
Lowest unoccupied orbital energy, eV: 2.69
ΔE to the lowest compared entry with this formula, charge and spin, eV: 0.000
Charge: -1

---

Density functional theory data (the ωB97M-V functional and the def2-TZVPD basis) for a structure of composition C4H11ClIrLaNO3 at a distorted geometry.

Cartesian coordinates (Å):
Ir -0.37 0.05 1.90
La 0.57 0.11 -0.90
Cl 1.30 2.12 0.56
O -0.33 1.32 3.51
O 0.84 -0.51 3.48
O 0.91 0.78 5.27
N 0.50 0.56 4.16
C 2.44 -0.88 -2.31
C -1.09 0.09 -2.77
C -1.71 0.94 0.73
C -0.41 -1.42 0.70
H -2.08 0.42 -0.16
H 3.14 -1.60 -1.85
H -1.47 1.98 0.49
H -0.54 -0.65 -3.38
H -0.96 1.10 -3.21
H 0.31 -2.25 0.78
H -1.22 -1.67 -0.01
H -2.54 0.95 1.45
H -2.14 -0.18 -2.65
H 2.96 0.04 -2.64
H 1.87 -1.33 -3.14

Properties
Lowest unoccupied orbital energy (spin up / spin down), eV: -0.73 / -4.13
2S+1: 6
ΔE to the lowest compared entry with this formula, charge and spin, eV: 0.000
Charge: 0

---

Density functional theory data (the ωB97M-V functional and the def2-TZVPD basis) for a cluster of 2 separate species, C4H11ClN2 in total at a distorted geometry.

Cartesian coordinates (Å):
Cl -1.63 -0.16 2.17
N -1.24 -2.73 0.22
N -1.27 -0.17 0.53
C -0.26 1.83 0.57
C -0.09 0.34 0.18
C -0.10 0.41 -1.29
C 1.17 -0.34 0.85
H 0.56 2.27 0.03
H 2.11 0.11 0.62
H -0.18 1.97 1.64
H -0.66 1.23 -1.68
H -1.60 -3.07 1.03
H 0.95 0.58 -1.65
H -1.28 2.08 0.19
H 1.07 -1.42 0.44
H -0.42 -0.37 -1.90
H -1.99 -2.85 -0.51
H 1.14 -0.53 1.90

Properties
Lowest unoccupied orbital energy, eV: -1.87
ΔE to the lowest compared entry with this formula, charge and spin, eV: 4.550
Charge: 0

---

Number 1: molar mass 224.89 g/mol. Number 2: molar mass 193.97 g/mol. Number 3: molar mass 570.09 g/mol. Number 4: molar mass 214.36 g/mol. Number 5: molar mass 487.71 g/mol. Number 6: molar mass 122.60 g/mol.